Entry 1:
80
Properties=species:S:1:pos:R:3:forces:R:3:mulliken_charge:R:1 method="wB97M-V/def2-TZVPD" orbital_gap_ev="8.437 / 5.888" multiplicity=2 charge=+1
Ir -0.0331 0.3632 0.0503 -0.424 1.817 -0.246 2.71
C 1.9077 -2.9624 -1.8027 0.019 0.021 -0.049 -1.51
C 1.3918 -1.6768 -1.8658 -0.197 0.014 -0.166 -0.11
N 0.5540 -1.4636 -0.8437 0.176 0.080 -0.063 -0.48
N 0.5409 -2.5916 -0.1110 0.118 -0.078 -0.036 0.27
C 1.3431 -3.5074 -0.6661 -0.106 -0.023 0.017 0.07
B -0.2884 -2.6855 1.1843 -0.093 0.023 -0.144 0.23
N -1.6848 -2.0900 0.8537 -0.054 0.127 0.375 0.90
C -2.9059 -2.6377 0.8510 -0.088 -0.041 -0.055 -0.12
C -3.8396 -1.6374 0.6458 0.008 -0.127 -0.005 -1.43
C -3.0854 -0.4826 0.5340 0.121 0.125 0.183 -0.25
N -1.7846 -0.7395 0.6847 -0.218 -0.507 -0.133 -0.53
N 0.3627 -1.7646 2.2317 -0.118 0.282 0.059 0.85
C 0.4341 -1.9129 3.5645 0.010 -0.033 -0.006 0.05
C 0.9328 -0.7535 4.1142 -0.020 -0.007 0.054 -1.63
C 1.1138 0.0902 3.0260 0.268 0.027 -0.202 -0.83
N 0.7611 -0.5052 1.8927 -0.078 -0.676 -0.173 -0.78
N -0.2998 -4.1193 1.6500 -0.060 0.031 0.118 0.47
C 0.6532 -4.7777 2.3671 0.025 -0.017 -0.070 -0.37
C 0.3561 -6.1136 2.3344 0.013 -0.007 -0.007 -0.95
C -0.8087 -6.1906 1.5461 0.015 0.003 -0.020 -0.25
N -1.1901 -4.9996 1.1269 0.031 -0.012 0.013 -1.07
H 2.5920 -3.4312 -2.4866 -0.016 -0.002 -0.009 0.47
H 1.5559 -0.9151 -2.6104 0.037 0.001 0.023 0.44
H 1.4375 -4.4877 -0.2288 0.001 -0.002 -0.013 0.46
H -3.0095 -3.7002 0.9850 -0.026 0.019 0.009 0.62
H -4.9085 -1.7386 0.5904 0.004 -0.005 -0.002 0.49
H -3.4183 0.5244 0.3790 0.018 0.040 0.002 0.22
H 0.1311 -2.8336 4.0322 -0.001 0.012 0.008 0.73
H 1.1364 -0.5478 5.1498 0.011 -0.008 -0.004 0.45
H 1.5064 1.0845 2.9999 0.115 0.024 0.015 1.27
H 1.4804 -4.2582 2.8209 -0.007 -0.005 0.004 0.66
H 0.8959 -6.9150 2.8077 -0.006 0.002 -0.004 0.43
H -1.3778 -7.0636 1.2688 -0.004 0.007 0.006 0.47
O 2.6328 0.8191 -0.5864 0.978 0.055 -0.435 -0.51
C 1.5666 1.1033 -1.0456 0.172 -0.472 1.309 -0.61
C 1.3825 1.8696 -2.3035 -0.115 -0.230 -0.107 -0.05
C 2.4689 2.2158 -3.1015 -0.014 0.097 -0.058 -0.51
C 2.2289 2.8206 -4.3225 0.036 -0.010 0.043 -0.62
C 0.9225 3.0629 -4.7428 -0.038 0.009 -0.047 -0.72
C -0.1550 2.7239 -3.9410 -0.021 0.019 0.019 -0.04
C 0.0822 2.1273 -2.7066 -0.006 0.061 -0.085 0.05
P -1.1995 1.6004 -1.5416 -0.058 -0.793 -0.836 1.12
C -2.3625 0.6490 -2.5575 -0.099 0.022 0.095 1.10
C -3.5036 1.2243 -3.1147 0.042 -0.005 -0.039 -0.60
C -4.3359 0.4662 -3.9266 0.001 0.018 0.009 -0.70
C -4.0342 -0.8616 -4.1875 -0.001 -0.003 -0.015 -0.64
C -2.8956 -1.4370 -3.6390 -0.006 0.006 0.009 -0.79
C -2.0640 -0.6874 -2.8243 -0.051 -0.001 0.025 -0.56
C -2.0839 3.1429 -1.1251 0.121 -0.061 0.150 1.00
C -1.5114 4.3752 -1.4387 0.045 0.007 -0.004 -0.86
C -2.1568 5.5573 -1.1092 -0.021 0.038 0.033 -0.74
C -3.3817 5.5291 -0.4606 0.027 0.019 -0.032 -0.72
C -3.9615 4.3093 -0.1454 0.015 -0.057 -0.003 -0.73
C -3.3151 3.1267 -0.4719 -0.091 0.043 0.051 -0.94
H 3.4734 2.0021 -2.7613 -0.015 -0.032 0.021 0.55
H 3.0576 3.0960 -4.9608 -0.002 -0.004 -0.006 0.43
H 0.7471 3.5144 -5.7105 -0.001 0.012 0.010 0.44
H -1.1668 2.9155 -4.2770 -0.004 -0.005 0.004 0.53
H -3.7456 2.2611 -2.9235 -0.015 -0.003 -0.004 0.43
H -5.2220 0.9170 -4.3534 0.003 0.000 -0.006 0.46
H -4.6864 -1.4497 -4.8197 -0.003 0.000 0.008 0.42
H -2.6603 -2.4743 -3.8373 0.005 0.005 -0.001 0.49
H -1.1884 -1.1472 -2.3868 -0.031 -0.005 0.010 0.27
H -0.5556 4.4255 -1.9408 0.020 -0.010 0.024 0.39
H -1.6944 6.5030 -1.3581 -0.005 -0.002 -0.010 0.46
H -3.8853 6.4523 -0.2074 0.005 -0.001 0.005 0.43
H -4.9220 4.2729 0.3515 0.005 0.002 0.004 0.47
H -3.8037 2.1988 -0.2188 -0.022 -0.043 -0.090 0.40
Se 0.3613 2.5577 0.9024 -0.269 0.263 0.551 0.18
C -0.3180 2.8988 2.6729 -0.064 -0.118 0.156 0.26
C 0.5405 3.1635 3.7308 0.048 0.202 -0.120 -0.36
C -0.0087 3.4722 4.9669 -0.003 -0.009 0.016 -0.44
N -1.3172 3.5243 5.2008 0.010 -0.015 -0.071 -0.58
C -2.1276 3.2820 4.1755 0.000 0.059 0.049 -0.59
C -1.6833 2.9739 2.8970 -0.020 -0.174 -0.143 -0.15
H 1.6156 3.1462 3.6037 0.001 0.043 0.027 0.52
H 0.6402 3.6863 5.8085 -0.007 -0.008 -0.001 0.38
H -3.1909 3.3414 4.3797 0.004 -0.013 -0.001 0.39
H -2.3908 2.7961 2.0987 -0.030 -0.017 0.011 0.36


Entry 2:
73
Properties=species:S:1:pos:R:3:forces:R:3:mulliken_charge:R:1 method="wB97M-V/def2-TZVPD" orbital_gap_ev=4.460 charge=-2
Pd -0.0050 -0.5982 0.7678 0.946 -0.284 -0.253 -0.24
C 2.3717 -0.0106 -1.2916 0.011 0.063 -0.018 -0.97
P 0.7904 -0.9354 -1.6221 0.108 -0.082 0.110 1.28
C 0.4495 -0.2730 -3.3413 -0.096 -0.021 0.043 -0.02
C -0.8918 -0.1199 -3.6850 0.000 0.017 -0.030 -0.55
C -1.2746 0.3869 -4.9234 0.028 -0.025 0.076 -0.47
C -0.3102 0.7620 -5.8463 0.031 -0.020 0.013 -0.44
C 1.0349 0.6290 -5.5181 -0.044 -0.014 0.072 -0.63
C 1.4044 0.1215 -4.2793 0.032 0.024 -0.031 0.39
C 1.4971 -2.5977 -2.0647 -0.015 0.082 -0.105 0.18
C 1.8923 -3.4179 -1.0017 0.000 0.042 -0.067 -0.26
C 2.4247 -4.6773 -1.2360 -0.003 0.030 0.034 -0.58
C 2.5526 -5.1633 -2.5328 -0.013 0.023 -0.018 -0.44
C 2.1457 -4.3697 -3.5956 -0.019 0.076 0.068 -0.64
C 1.6300 -3.0974 -3.3614 -0.011 -0.054 -0.019 -0.47
C 1.9805 1.4098 -1.0127 -0.039 -0.017 0.021 0.25
C 2.5065 2.6335 -1.4170 -0.127 0.076 0.081 -1.22
C 1.6688 3.6295 -0.8322 -0.047 -0.146 -0.031 -0.89
C 0.6909 2.9271 -0.1255 -0.030 -0.011 0.085 -0.28
C -0.4833 3.3673 0.7134 0.106 -0.022 -0.049 -1.04
P -1.2752 1.8495 1.4509 -0.319 0.209 0.071 0.60
C -2.6169 2.7386 2.4170 0.165 0.105 -0.093 0.53
C -3.9913 2.5960 2.2233 -0.075 -0.026 0.044 -0.40
C -4.9137 3.2204 3.0606 0.105 -0.051 -0.058 -0.64
C -4.4840 4.0144 4.1125 0.016 0.010 -0.011 -0.36
C -3.1175 4.1650 4.3283 0.017 -0.052 -0.034 -0.66
C -2.2062 3.5259 3.5018 -0.019 0.009 0.011 -0.50
C -2.3309 1.2236 0.0694 0.062 -0.032 -0.027 0.48
C -2.5065 -0.1618 -0.0014 -0.204 0.052 0.016 -0.67
C -3.3476 -0.7135 -0.9629 0.000 -0.002 0.017 -0.54
C -3.9984 0.1004 -1.8798 0.003 0.016 -0.002 -0.51
C -3.7805 1.4738 -1.8572 0.048 -0.035 0.076 -0.61
C -2.9492 2.0248 -0.8888 -0.039 -0.001 -0.007 0.10
N 0.8865 1.5965 -0.2420 -0.113 0.017 0.014 0.26
H 3.0964 -0.0921 -2.1049 -0.011 -0.031 -0.032 0.57
H 2.7985 -0.4909 -0.4071 0.025 -0.006 0.026 0.43
H -1.6469 -0.3815 -2.9535 0.014 0.000 -0.013 0.15
H -2.3282 0.5053 -5.1525 0.006 -0.003 0.001 0.40
H -0.6008 1.1681 -6.8089 0.006 0.002 -0.001 0.34
H 1.7987 0.9344 -6.2247 0.007 0.001 -0.004 0.36
H 2.4573 0.0357 -4.0410 -0.004 0.005 -0.006 0.25
H 1.7594 -3.0539 0.0107 -0.001 -0.004 0.066 0.32
H 2.7309 -5.2859 -0.3925 -0.004 -0.007 -0.001 0.42
H 2.9590 -6.1525 -2.7126 0.004 -0.008 0.009 0.32
H 2.2315 -4.7339 -4.6138 0.000 -0.006 -0.005 0.37
H 1.3230 -2.4926 -4.2060 0.003 -0.011 0.010 0.28
H 3.3718 2.7908 -2.0486 0.004 0.008 0.006 0.39
H 1.7592 4.7043 -0.9318 0.007 -0.010 0.013 0.43
H -1.2103 3.9664 0.1551 -0.006 0.013 -0.007 0.35
H -0.1790 3.9792 1.5695 0.036 0.005 -0.006 0.52
H -4.3520 1.9818 1.4074 -0.007 0.006 -0.005 0.28
H -5.9745 3.0815 2.8825 0.000 0.005 -0.002 0.36
H -5.2013 4.5036 4.7613 0.003 0.002 0.009 0.34
H -2.7614 4.7699 5.1550 0.000 0.003 -0.004 0.34
H -1.1446 3.6236 3.7083 -0.021 0.002 -0.009 0.37
H -1.9897 -0.8321 0.7187 -0.269 0.087 -0.002 0.51
H -3.4636 -1.7905 -1.0056 -0.015 0.000 -0.006 0.34
H -4.6488 -0.3359 -2.6305 -0.005 0.002 -0.005 0.28
H -4.2518 2.1142 -2.5943 -0.001 0.002 0.001 0.41
H -2.7874 3.0967 -0.8784 -0.006 -0.016 0.002 0.20
O 1.0676 -1.0347 3.7119 0.081 -0.152 -0.059 -0.50
B 0.9853 -1.5097 2.3140 -0.101 -0.016 0.198 -1.00
O 1.9293 -2.6501 2.3213 -0.023 0.058 0.043 -0.05
C 2.4615 -2.7825 3.5526 -0.017 -0.128 -0.313 0.70
C 3.3767 -3.7064 4.0041 0.072 -0.017 0.145 -0.97
C 3.7678 -3.6323 5.3508 -0.054 0.026 -0.083 -0.47
C 3.2460 -2.6579 6.1900 -0.067 0.047 -0.069 -0.44
C 2.3139 -1.7207 5.7161 0.116 -0.092 0.104 -0.93
C 1.9371 -1.8040 4.3939 -0.253 0.292 -0.025 0.71
H 3.7770 -4.4583 3.3349 0.000 -0.001 0.012 0.43
H 4.4862 -4.3459 5.7378 0.007 0.000 0.004 0.34
H 3.5619 -2.6180 7.2262 0.005 0.000 0.006 0.33
H 1.9005 -0.9530 6.3586 0.006 -0.012 0.000 0.43


Entry 3:
79
Properties=species:S:1:pos:R:3:forces:R:3:mulliken_charge:R:1 method="wB97M-V/def2-TZVPD" orbital_gap_ev="7.423 / 7.367" charge=0
Ru -0.0889 0.0842 -3.0914 -0.276 -0.713 -1.248 0.25
Se 0.6934 3.3864 2.9616 0.169 0.120 0.041 -0.39
P -0.7932 1.9485 2.6424 -0.158 -0.277 0.584 0.28
C -0.5999 0.5820 3.8428 0.000 0.323 -0.225 0.23
C -1.6019 0.1532 4.7065 0.001 0.062 -0.120 0.00
C -1.3179 -0.8179 5.6534 -0.076 -0.078 0.082 -0.63
C -0.0455 -1.3587 5.7459 -0.011 -0.071 0.008 -0.62
C 0.9602 -0.9138 4.9013 -0.003 -0.071 -0.015 -0.76
C 0.6832 0.0634 3.9654 0.075 -0.003 -0.058 -0.41
C -2.5082 2.5144 2.8262 0.218 -0.081 0.029 0.38
C -3.5448 1.6640 2.4538 0.063 0.077 0.056 0.09
C -4.8533 2.0872 2.5860 -0.066 -0.129 -0.013 -0.68
C -5.1249 3.3552 3.0774 -0.046 0.074 0.029 -0.55
C -4.0908 4.2037 3.4371 -0.113 -0.026 0.012 -0.60
C -2.7776 3.7830 3.3122 0.117 -0.042 0.044 -0.86
C -0.8296 1.3624 0.9397 0.148 -0.407 -0.067 0.89
C -0.6505 0.3188 0.0205 -0.135 -0.022 -0.082 0.33
N -0.8700 0.8919 -1.1977 1.379 -0.845 -1.023 0.36
N -1.1302 2.1574 -1.0378 -0.184 0.712 -0.704 -1.28
N -1.1161 2.4618 0.2210 -0.251 0.213 -0.094 -0.17
P -0.3181 -1.4434 -0.0355 0.113 -0.149 0.511 1.28
Se 0.0817 -2.2604 -1.9933 -0.079 0.768 -0.001 -0.56
C -1.7394 -2.3058 0.6969 0.290 0.144 -0.078 -0.07
C -2.5042 -3.1812 -0.0618 0.158 0.004 -0.128 -0.84
C -3.6343 -3.7562 0.4892 -0.108 -0.013 0.127 -0.60
C -4.0021 -3.4482 1.7903 -0.006 -0.090 -0.059 -0.67
C -3.2217 -2.5952 2.5564 0.020 0.068 0.107 -0.67
C -2.0860 -2.0236 2.0133 0.078 -0.055 -0.104 0.43
C 1.1528 -1.7563 0.9735 -0.238 0.150 -0.141 0.64
C 1.4171 -3.0555 1.3922 -0.096 0.097 -0.009 -0.66
C 2.6185 -3.3402 2.0125 0.004 -0.089 0.045 -0.65
C 3.5513 -2.3316 2.2127 0.027 0.068 0.010 -0.64
C 3.2933 -1.0406 1.7782 0.102 -0.052 0.014 -0.52
C 2.0970 -0.7517 1.1456 -0.142 0.030 -0.134 -0.41
H -2.5931 0.5803 4.6490 -0.046 0.009 -0.003 0.45
H -2.0943 -1.1478 6.3296 -0.041 -0.013 0.039 0.45
H 0.1662 -2.1182 6.4850 0.005 -0.037 0.058 0.41
H 1.9603 -1.3135 4.9794 0.084 -0.049 0.011 0.44
H 1.4668 0.4657 3.3394 0.041 -0.025 0.065 0.49
H -3.3219 0.6803 2.0588 -0.038 -0.056 -0.062 0.32
H -5.6616 1.4275 2.3050 -0.068 -0.025 -0.040 0.45
H -6.1497 3.6819 3.1737 -0.088 0.042 0.008 0.38
H -4.3068 5.1925 3.8133 -0.015 0.080 0.017 0.40
H -1.9546 4.4328 3.5780 0.046 0.020 0.000 0.31
H -2.2071 -3.4106 -1.0775 -0.052 0.044 0.016 0.31
H -4.2255 -4.4425 -0.0989 -0.072 -0.023 -0.027 0.42
H -4.8952 -3.8839 2.2113 -0.084 -0.056 0.065 0.41
H -3.4937 -2.3735 3.5780 -0.033 0.023 0.084 0.48
H -1.4597 -1.3639 2.5972 -0.043 0.017 0.129 0.13
H 0.6858 -3.8305 1.2041 -0.009 -0.109 0.076 0.45
H 2.8361 -4.3503 2.3290 -0.004 -0.043 0.049 0.45
H 4.4880 -2.5546 2.7018 0.080 -0.033 0.039 0.42
H 4.0225 -0.2574 1.9271 0.053 0.044 0.009 0.46
H 1.8949 0.2487 0.7816 0.015 0.049 0.045 0.51
O 0.0711 -1.0175 -5.1561 0.029 -0.164 1.775 -0.79
N 0.5352 -0.1830 -6.0408 0.700 1.420 -0.671 0.61
C 1.3529 -0.6372 -7.0096 0.051 -0.182 -0.053 -0.08
C 1.9747 0.2148 -7.8832 -0.064 0.364 -0.105 -0.81
C 1.7429 1.5888 -7.7802 -0.157 -0.338 0.078 -0.14
C 0.8608 2.0420 -6.8277 0.150 -0.203 -0.268 -0.88
C 0.2414 1.1562 -5.9469 -0.302 -0.410 0.068 0.48
S -0.9001 1.6678 -4.7685 0.379 0.124 1.030 -0.39
H 1.4845 -1.7081 -7.0251 0.005 -0.015 0.114 0.43
H 2.6348 -0.1779 -8.6374 0.070 -0.136 -0.044 0.40
H 2.2320 2.2824 -8.4429 0.098 0.084 -0.109 0.41
H 0.6348 3.0898 -6.7271 -0.050 0.104 0.081 0.41
N 3.0095 -1.1814 -3.8079 -0.223 -0.408 -0.237 -0.27
C 3.1995 0.0264 -3.2308 -0.125 0.402 -0.050 0.55
C 4.4849 0.4989 -2.9154 -0.066 0.063 0.028 -1.01
C 4.6309 1.7769 -2.4335 -0.245 -0.147 -0.028 -0.27
C 3.5001 2.5710 -2.2472 -0.025 0.055 -0.038 -0.97
C 2.2695 2.0434 -2.5664 0.077 0.354 0.061 -0.55
N 2.1209 0.8025 -3.0435 -1.462 -0.557 0.184 0.80
H 3.7228 -1.8831 -3.7213 -0.042 0.037 0.002 0.24
H 2.0552 -1.4927 -3.9635 0.171 0.085 0.095 0.02
H 5.3373 -0.1389 -3.0791 0.128 -0.108 -0.053 0.41
H 5.6149 2.1661 -2.2181 0.077 0.001 0.071 0.42
H 3.5821 3.5746 -1.8687 -0.053 0.147 0.047 0.48
H 1.3501 2.6177 -2.4603 0.170 -0.127 0.049 0.45


These records have energy above the lowest of the compared OMol25 structures with the same formula, charge and spin values of 0.948; 0.000; 1.061 eV, in the order they appear.